No. 1
ORCA calculation (ωB97M-V/def2-TZVPD) on a molecular structure, C28H33N5O6S.

Computed properties:
Multiplicity ... 1
Highest occupied orbital energy ... -7.8 eV
Strongest force on any atom ... 0.93 eV/Å
Kohn-Sham gap ... 7.90 eV

Each line ends with the Löwdin charge.
Element x y z (Å)
C: -6.442 -1.699 0.800  -0.09
H: -7.121 -1.818 1.643  0.09
O: -5.228 -2.283 1.204  -0.09
C: -4.187 -2.297 0.323  -0.28
C: -3.020 -2.917 0.772  0.01
C: -1.906 -2.969 -0.037  -0.02
C: -1.915 -2.398 -1.307  -0.21
C: -3.080 -1.794 -1.749  -0.03
C: -4.212 -1.744 -0.952  -0.02
H: -5.100 -1.268 -1.335  0.11
H: -3.106 -1.345 -2.730  0.12
C: -0.672 -2.417 -2.153  -0.08
N: 0.466 -1.900 -1.406  0.03
C: 1.532 -2.720 -1.237  -0.47
O: 1.627 -3.798 -1.803  0.06
C: 2.616 -2.247 -0.345  -0.35
C: 2.611 -1.913 0.998  -0.28
N: 1.538 -1.892 1.842  0.16
H: 1.792 -1.726 2.809  0.09
H: 0.800 -2.556 1.677  0.10
C: 3.926 -1.521 1.391  -0.27
N: 4.845 -1.593 0.444  -0.25
S: 4.226 -2.131 -0.949  1.12
C: 4.279 -1.057 2.743  -0.48
O: 3.452 -0.911 3.633  0.03
N: 5.590 -0.799 2.906  0.18
H: 6.214 -0.951 2.132  0.09
H: 5.937 -0.496 3.800  0.12
C: 0.303 -0.626 -0.729  -0.14
C: 1.524 0.264 -0.763  -0.11
C: 2.329 0.335 -1.880  0.04
C: 3.485 1.116 -1.884  -0.29
C: 3.810 1.837 -0.744  -0.01
C: 2.973 1.812 0.362  0.00
C: 1.816 1.054 0.362  -0.23
O: 0.906 1.019 1.388  -0.13
C: 1.287 1.537 2.644  -0.06
H: 1.461 2.616 2.600  0.09
H: 2.174 1.031 3.032  0.08
H: 0.446 1.338 3.308  0.10
H: 3.248 2.394 1.228  0.11
H: 4.708 2.432 -0.696  0.10
O: 4.220 1.081 -3.029  -0.09
C: 5.428 1.799 -3.071  -0.09
H: 6.130 1.446 -2.309  0.10
H: 5.846 1.614 -4.059  0.09
H: 5.262 2.874 -2.946  0.10
H: 2.089 -0.240 -2.760  0.15
H: 0.042 -0.799 0.323  0.13
C: -0.785 0.265 -1.358  -0.44
O: -0.952 0.394 -2.551  0.08
N: -1.480 0.937 -0.424  0.13
H: -1.189 0.873 0.540  0.14
C: -2.450 1.961 -0.743  -0.28
H: -2.624 1.879 -1.818  0.15
C: -1.935 3.362 -0.342  -0.12
C: -2.940 3.910 0.677  -0.19
C: -3.577 2.662 1.281  -0.19
H: -2.901 2.208 2.007  0.11
H: -4.523 2.872 1.777  0.11
C: -3.737 1.748 0.069  -0.14
H: -4.599 2.063 -0.520  0.12
H: -3.861 0.699 0.336  0.09
H: -3.705 4.499 0.169  0.11
H: -2.465 4.543 1.425  0.10
H: -0.947 3.260 0.110  0.11
H: -1.836 4.015 -1.206  0.11
H: -0.407 -3.440 -2.437  0.13
H: -0.819 -1.821 -3.057  0.13
H: -1.014 -3.471 0.311  0.11
H: -3.019 -3.355 1.758  0.12
H: -6.323 -0.632 0.581  0.09
H: -6.861 -2.205 -0.076  0.10

Cartesian forces (eV/Å) of the 3 atoms listed first:
-0.1860 0.0975 -0.0658
0.0066 0.0369 -0.0870
0.3379 -0.1343 0.0335



No. 2
ORCA calculation (ωB97M-V/def2-TZVPD) on a gas-phase ion, C2H6N (charge +1) at a distorted geometry.

Computed properties:
Multiplicity ... 1
Highest occupied orbital energy ... -15.9 eV
Strongest force on any atom ... 5.23 eV/Å
Kohn-Sham gap ... 11.39 eV
SMILES string ... C=C[NH3+]
Net charge ... +1

Each line ends with the Löwdin charge.
Element x y z (Å)
C: -0.665 0.137 1.168  0.07
C: -0.391 0.365 -0.147  -0.13
N: 0.822 -0.388 -0.753  0.15
H: -1.533 0.848 1.666  0.16
H: -0.489 -0.882 1.353  0.06
H: -0.592 1.274 -0.751  0.12
H: 1.784 -0.288 -0.335  0.19
H: 0.748 0.121 -1.739  0.21
H: 0.664 -1.364 -1.051  0.16

Cartesian forces (eV/Å) of the 3 atoms listed first:
-3.4327 2.6382 -2.9386
1.4608 1.0611 2.5330
-1.1771 1.4152 -3.6710



No. 3
ORCA calculation (ωB97M-V/def2-TZVPD) on a molecular structure, C22H42GaNOP3 at a distorted geometry.

Computed properties:
Multiplicity ... 1
Highest occupied orbital energy ... -14.0 eV
Strongest force on any atom ... 1.75 eV/Å
Kohn-Sham gap ... 4.00 eV
Net charge ... +3

Each line ends with the Löwdin charge.
Element x y z (Å)
Ga: 0.190 0.077 1.278  0.39
P: 0.513 -1.932 -0.053  0.77
P: 2.659 0.160 2.038  0.80
P: -2.053 0.658 0.330  0.80
H: 1.819 2.409 0.376  0.07
C: 0.749 2.461 0.605  -0.08
C: 0.303 2.623 1.890  -0.07
H: 1.004 2.731 2.719  0.07
C: 1.161 -1.504 -1.701  -0.19
C: 1.665 -3.146 0.664  -0.21
C: -1.016 -2.885 -0.317  -0.21
C: 3.287 1.657 2.881  -0.22
C: 3.233 -1.160 3.171  -0.21
C: 3.736 0.053 0.558  -0.22
C: -2.755 2.301 0.704  -0.22
C: -3.408 -0.462 0.834  -0.20
C: -1.964 0.625 -1.500  -0.23
H: 0.082 2.612 -0.249  0.07
H: -0.719 2.942 2.092  0.07
H: 1.300 -2.410 -2.305  0.09
H: 2.125 -0.989 -1.602  0.05
H: 0.465 -0.835 -2.221  0.05
H: 1.705 -4.044 0.031  0.09
H: 1.321 -3.450 1.660  0.05
H: 2.676 -2.738 0.759  0.04
H: -0.789 -3.810 -0.866  0.09
H: -1.756 -2.312 -0.885  0.04
H: -1.458 -3.164 0.648  0.05
H: 4.368 1.560 3.063  0.09
H: 2.771 1.771 3.843  0.07
H: 3.105 2.551 2.277  0.05
H: 4.322 -1.293 3.100  0.08
H: 2.740 -2.111 2.944  0.03
H: 2.968 -0.878 4.200  0.07
H: 4.782 0.245 0.834  0.08
H: 3.425 0.812 -0.169  0.05
H: 3.665 -0.930 0.081  0.03
H: -3.712 2.429 0.177  0.09
H: -2.069 3.098 0.400  0.05
H: -2.930 2.383 1.785  0.07
H: -4.325 -0.238 0.268  0.09
H: -3.604 -0.317 1.905  0.07
H: -3.135 -1.511 0.678  0.03
H: -2.903 0.987 -1.945  0.08
H: -1.763 -0.384 -1.877  0.04
H: -1.153 1.280 -1.840  0.05
C: -0.817 0.239 -6.021  -0.32
C: -0.157 0.602 -7.220  -0.01
C: 0.019 1.956 -7.501  -0.06
C: -0.476 2.937 -6.625  -0.08
C: -1.167 2.564 -5.463  -0.10
C: -1.362 1.214 -5.171  -0.05
O: -0.908 -1.052 -5.584  0.02
H: -0.529 -1.638 -6.266  0.12
H: 0.220 -0.174 -7.890  0.12
H: 0.547 2.255 -8.409  0.12
H: -0.328 3.996 -6.851  0.11
H: -1.560 3.316 -4.778  0.10
H: -1.912 0.887 -4.289  0.08
C: -1.534 -1.597 5.664  0.02
C: -1.318 -0.225 5.468  0.01
C: -0.826 0.226 4.244  -0.09
N: -0.556 -0.634 3.229  -0.05
C: -0.752 -1.966 3.411  -0.11
C: -1.242 -2.471 4.615  0.00
H: -1.919 -1.971 6.610  0.14
H: -1.522 0.507 6.245  0.13
H: -0.637 1.281 4.050  0.11
H: -0.509 -2.625 2.573  0.08
H: -1.384 -3.552 4.696  0.14

Cartesian forces (eV/Å) of the 3 atoms listed first:
-0.2854 -0.7763 1.4625
0.1570 -0.5789 -0.6703
0.8420 -0.0889 0.1400



No. 4
ORCA calculation (ωB97M-V/def2-TZVPD) on a molecular structure, C24H44BBr3O13P at a distorted geometry.

Computed properties:
Multiplicity ... 1
Highest occupied orbital energy ... -5.5 eV
Strongest force on any atom ... 3.51 eV/Å
Kohn-Sham gap ... 7.35 eV
Net charge ... -1

Each line ends with the Löwdin charge.
Element x y z (Å)
C: -0.728 0.408 3.243  0.08
C: -1.085 0.622 2.088  -0.07
C: -1.945 0.440 0.763  -0.21
O: -0.923 0.738 -0.248  -0.12
B: -0.922 2.211 -0.356  -1.27
Br: -0.584 2.410 -2.403  0.53
C: 0.357 3.055 0.249  -0.19
P: -0.011 4.166 1.697  0.58
O: 0.142 3.471 3.030  -0.35
O: -1.482 4.969 1.619  -0.18
O: 1.191 5.397 1.701  -0.23
O: -2.281 2.726 -0.211  -0.06
C: -2.979 1.592 0.367  -0.29
C: -4.263 1.880 1.262  -0.60
Br: -4.398 0.784 2.902  0.65
C: -5.597 1.581 0.362  -0.67
C: -6.861 2.301 1.028  -0.19
Br: -5.972 -0.392 0.573  0.54
H: -0.332 0.177 4.267  0.06
H: -2.319 -0.622 0.609  0.16
H: 1.208 2.364 0.550  0.10
H: 0.766 3.715 -0.584  0.04
H: -1.676 5.276 0.709  0.08
H: 0.743 6.124 2.192  0.04
H: -3.454 1.149 -0.580  0.14
H: -4.287 3.002 1.456  0.12
H: -5.444 1.859 -0.720  0.11
H: -6.830 3.385 0.707  0.08
H: -6.907 2.168 2.146  0.06
H: -7.808 1.830 0.601  0.06
O: 0.809 -2.620 3.702  0.09
C: 1.940 -2.225 3.544  -0.56
O: 2.215 -1.312 2.593  -0.02
C: 3.472 -0.640 2.451  -0.22
C: 4.440 -1.465 1.628  -0.07
C: 3.077 -2.803 4.341  0.01
H: 3.880 -0.361 3.425  0.11
H: 3.258 0.293 1.927  0.12
H: 4.671 -2.416 2.113  0.07
H: 5.374 -0.920 1.474  0.08
H: 4.006 -1.702 0.654  0.08
H: 3.426 -3.717 3.851  0.06
H: 2.709 -3.047 5.339  0.09
H: 3.911 -2.117 4.484  0.07
O: -2.638 8.649 -1.808  0.11
C: -1.822 8.935 -0.970  -0.53
O: -2.106 8.761 0.336  0.00
C: -1.148 8.885 1.395  -0.24
C: -1.015 10.327 1.841  -0.07
C: -0.509 9.565 -1.351  0.01
H: -0.190 8.442 1.114  0.11
H: -1.532 8.287 2.224  0.12
H: -0.645 10.964 1.036  0.07
H: -0.330 10.406 2.688  0.08
H: -1.988 10.725 2.138  0.08
H: -0.645 10.643 -1.449  0.09
H: -0.196 9.154 -2.312  0.09
H: 0.300 9.358 -0.653  0.07
O: 3.483 -5.303 2.603  0.08
C: 2.697 -5.465 1.697  -0.49
O: 2.387 -6.706 1.288  0.00
C: 1.331 -7.009 0.365  -0.23
C: 1.806 -6.888 -1.068  -0.08
C: 2.116 -4.291 0.957  0.04
H: 0.447 -6.399 0.567  0.12
H: 1.043 -8.043 0.563  0.12
H: 2.116 -5.869 -1.303  0.07
H: 1.015 -7.176 -1.762  0.08
H: 2.673 -7.528 -1.239  0.08
H: 2.810 -3.985 0.173  0.10
H: 1.984 -3.470 1.661  0.06
H: 1.135 -4.481 0.527  0.09
O: 3.081 -6.777 -3.775  0.10
C: 2.321 -6.682 -4.705  -0.52
O: 1.088 -6.174 -4.518  0.00
C: 0.181 -5.836 -5.576  -0.23
C: -0.622 -7.044 -6.012  -0.07
C: 2.696 -7.199 -6.069  0.01
H: 0.707 -5.359 -6.406  0.11
H: -0.495 -5.083 -5.166  0.13
H: 0.019 -7.829 -6.418  0.07
H: -1.352 -6.765 -6.775  0.08
H: -1.152 -7.477 -5.160  0.08
H: 2.473 -8.266 -6.120  0.10
H: 3.767 -7.050 -6.211  0.09
H: 2.204 -6.680 -6.889  0.07

Cartesian forces (eV/Å) of the 3 atoms listed first:
0.2088 0.0003 -0.7449
-2.3211 -1.6362 1.2220
2.9571 1.8897 0.0872



no.,E_LUMO (eV)
1,0.11
2,-4.52
3,-10.01
4,1.90